[1]
Density functional theory data (the ωB97M-V functional and the def2-TZVPD basis) for a structure of composition C29H38BCl2N7NiS at a distorted geometry.

The geometry in ORCA input format:
```
! wB97M-V def2-TZVPD RIJCOSX def2/J DEFGRID3
* xyz 0 3
Ni -0.067 -0.412 0.051
C 0.112 -3.508 -3.506
C -0.969 -3.682 -2.429
C -2.119 -2.726 -2.691
C -0.275 -3.643 -1.086
C 0.243 -4.809 -0.488
C 1.109 -4.370 0.480
N 1.087 -3.029 0.484
N 0.220 -2.566 -0.460
B 2.189 -2.113 1.027
N 1.559 -1.078 1.997
C 2.166 -0.592 3.091
C 1.191 -0.210 3.991
C -0.029 -0.500 3.355
N 0.206 -1.010 2.142
C -1.405 -0.440 3.972
C -2.426 -1.272 3.206
C -1.910 0.983 4.203
N 2.804 -1.340 -0.155
C 4.053 -1.315 -0.641
C 4.052 -0.524 -1.775
C 2.716 -0.103 -1.928
N 1.981 -0.607 -0.936
C 2.137 0.764 -3.019
C 2.805 0.440 -4.358
C 0.604 0.672 -3.139
H -0.328 -3.574 -4.504
H 0.586 -2.528 -3.404
H 0.890 -4.268 -3.417
H -1.358 -4.701 -2.509
H -1.798 -1.688 -2.637
H -2.513 -2.909 -3.694
H -2.929 -2.849 -1.973
H 0.032 -5.826 -0.775
H 1.760 -4.902 1.154
H 3.035 -2.755 1.589
H 3.243 -0.602 3.172
H 1.330 0.177 4.987
H -1.275 -0.897 4.960
H -2.647 -0.825 2.237
H -2.059 -2.284 3.027
H -3.354 -1.337 3.779
H -2.105 1.479 3.254
H -2.841 0.957 4.771
H -1.188 1.577 4.768
H 4.844 -1.866 -0.155
H 4.892 -0.307 -2.413
H 2.400 1.795 -2.770
H 2.606 -0.596 -4.642
H 2.411 1.089 -5.142
H 3.886 0.581 -4.319
H 0.156 0.023 -2.388
H 0.132 1.652 -3.048
H 0.319 0.259 -4.109
C 0.340 3.073 2.663
C -0.866 3.261 1.793
C -1.469 4.543 1.734
C -2.528 4.739 0.906
C -3.017 3.665 0.128
C -4.109 3.814 -0.755
C -4.540 2.741 -1.479
C -3.908 1.492 -1.347
C -2.844 1.299 -0.491
S -2.212 -0.334 -0.333
C -2.371 2.412 0.268
N -1.302 2.239 1.097
H 0.100 3.277 3.709
H 1.128 3.771 2.370
H 0.706 2.051 2.582
H -1.067 5.348 2.335
H -3.005 5.710 0.823
H -4.586 4.783 -0.844
H -5.376 2.838 -2.161
H -4.269 0.650 -1.926
Cl 4.232 3.245 -0.034
C 3.043 2.029 0.440
Cl 1.448 2.352 -0.273
H 2.924 2.054 1.516
H 3.382 1.061 0.092
*
```

The highest occupied orbital energy (alpha / beta) is -7.42 / -7.36 eV. The value obtained for the total energy is -118723.554 eV. As for the frontier orbital gap (alpha / beta): 0.290 / 0.262 Ha.

---

[2]
Density functional theory data (the ωB97M-V functional and the def2-TZVPD basis) for a cluster of 2 separate species, C29H38Br2IN2O7P2 in total at a distorted geometry.

The geometry in ORCA input format:
```
! wB97M-V def2-TZVPD RIJCOSX def2/J DEFGRID3
* xyz 1 1
C 4.325 -3.734 -0.812
C 2.903 -4.303 -0.928
C 1.849 -3.444 -0.216
O 0.999 -2.772 -1.138
C -0.313 -3.277 -1.186
C -1.221 -2.710 -0.090
N -2.298 -3.683 0.354
P -1.574 -5.263 0.915
P -1.994 -6.898 -0.455
O -1.195 -6.719 -1.664
O -3.546 -7.127 -0.647
O -1.539 -8.177 0.377
C -3.566 -3.654 -0.443
I -3.441 -4.258 -2.488
C -4.102 -2.183 -0.364
N -5.304 -2.121 0.433
C -6.543 -2.055 -0.344
C -7.756 -1.824 0.569
O -3.180 -1.313 0.247
C -1.850 -1.291 -0.294
C -1.927 -0.893 -1.788
C -0.709 -0.127 -2.338
C -1.115 -0.194 0.478
Br 0.612 -0.528 1.203
C -1.581 1.055 0.698
C -0.847 2.121 1.462
Br -3.239 1.695 0.029
H 4.544 -3.104 -1.669
H 4.430 -3.104 0.067
H 5.063 -4.522 -0.728
H 2.628 -4.451 -1.966
H 2.920 -5.287 -0.463
H 1.278 -4.085 0.460
H 2.350 -2.720 0.415
H -0.672 -3.080 -2.188
H -0.226 -4.367 -1.128
H -0.606 -2.649 0.806
H -2.582 -3.298 1.264
H -2.394 -5.556 2.027
H -3.690 -8.071 -0.816
H -0.623 -8.069 0.661
H -4.263 -4.331 0.031
H -4.400 -1.856 -1.353
H -5.335 -2.863 1.119
H -6.449 -1.186 -0.989
H -6.689 -2.909 -1.011
H -8.560 -2.508 0.331
H -8.094 -0.803 0.458
H -7.447 -1.942 1.603
H -2.785 -0.259 -1.961
H -2.061 -1.748 -2.443
H -0.811 0.930 -2.111
H -0.739 -0.189 -3.421
H 0.235 -0.502 -1.959
H -0.609 1.764 2.458
H 0.069 2.343 0.923
H -1.449 3.015 1.537
C 3.135 2.660 1.609
C 3.431 3.160 2.873
C 3.775 4.492 3.028
C 3.833 5.327 1.920
C 3.555 4.819 0.650
C 3.197 3.486 0.501
C 3.651 5.686 -0.561
O 3.400 5.241 -1.661
C 4.068 7.103 -0.378
C 4.216 7.915 -1.495
C 4.591 9.238 -1.342
C 4.812 9.760 -0.071
C 4.670 8.954 1.046
C 4.306 7.623 0.897
C 4.188 6.764 2.108
O 4.378 7.213 3.218
H 2.859 1.621 1.487
H 3.392 2.510 3.737
H 4.002 4.889 4.008
H 2.973 3.102 -0.485
H 4.040 7.506 -2.480
H 4.710 9.868 -2.213
H 5.098 10.796 0.046
H 4.844 9.353 2.035
*
```

The highest occupied orbital energy is -11.06 eV. The value obtained for the total energy is -214759.209 eV. As for the frontier orbital gap: 0.275 Ha.

---

[3]
Density functional theory data (the ωB97M-V functional and the def2-TZVPD basis) for a cluster of 2 separate species, C29H38N4 in total at a distorted geometry.

The geometry in ORCA input format:
```
! wB97M-V def2-TZVPD RIJCOSX def2/J DEFGRID3
* xyz 2 1
C 4.088 0.370 2.031
C 3.848 1.809 1.850
N 4.791 2.737 2.138
C 6.125 2.421 2.616
C 4.283 4.029 1.961
C 2.947 3.900 1.515
C 2.212 5.059 1.290
C 2.793 6.305 1.591
C 4.123 6.406 2.044
C 4.890 5.245 2.237
C 2.642 2.468 1.466
C 1.418 1.834 1.213
C 0.148 2.363 1.646
C 0.073 3.174 2.812
C -1.122 3.756 3.223
C -2.310 3.488 2.525
C -2.284 2.633 1.412
C -1.074 2.108 0.968
H 3.119 -0.139 2.011
H 4.707 -0.033 1.214
H 4.586 0.127 2.982
H 6.649 3.361 2.787
H 6.071 1.867 3.562
H 6.684 1.820 1.886
H 1.204 4.971 0.888
H 2.202 7.214 1.455
H 4.558 7.389 2.235
H 5.917 5.264 2.594
H 1.442 0.861 0.716
H 0.987 3.353 3.375
H -1.122 4.422 4.088
H -3.249 3.926 2.862
H -3.211 2.390 0.880
H -1.038 1.522 0.051
C -6.342 -6.499 -0.225
C -5.699 -5.853 -1.453
C -4.197 -5.691 -1.307
C -3.484 -5.092 -2.534
N -3.180 -3.666 -2.366
C -4.050 -2.591 -2.552
C -3.418 -1.485 -2.101
N -2.182 -1.898 -1.608
C -1.138 -1.068 -0.991
C -0.081 -0.628 -2.000
C 0.625 -1.739 -2.791
C 2.021 -1.155 -3.084
C 2.197 0.058 -2.150
N 0.963 0.130 -1.351
C -2.060 -3.212 -1.794
H -7.386 -6.734 -0.444
H -5.827 -7.428 0.043
H -6.321 -5.830 0.643
H -5.904 -6.470 -2.337
H -6.158 -4.873 -1.635
H -3.981 -5.079 -0.420
H -3.744 -6.678 -1.136
H -2.520 -5.607 -2.645
H -4.081 -5.219 -3.445
H -5.033 -2.710 -2.972
H -3.729 -0.456 -2.087
H -1.636 -0.179 -0.589
H -0.669 -1.656 -0.181
H -0.600 0.002 -2.755
H 0.686 -2.674 -2.218
H 0.068 -1.942 -3.712
H 2.813 -1.893 -2.933
H 2.062 -0.801 -4.120
H 3.083 -0.061 -1.509
H 2.331 0.986 -2.731
H 0.681 1.082 -1.145
H -1.208 -3.808 -1.488
*
```

The highest occupied orbital energy is -13.30 eV. The value obtained for the total energy is -36636.229 eV. As for the frontier orbital gap: 0.240 Ha.

---

[4]
Density functional theory data (the ωB97M-V functional and the def2-TZVPD basis) for a structure of composition C29H39F6N3O2OsP2Si at a distorted geometry.

The geometry in ORCA input format:
```
! wB97M-V def2-TZVPD RIJCOSX def2/J DEFGRID3
* xyz 1 2
Os 0.669 -1.016 0.392
O -2.510 -2.404 2.037
C -1.520 -2.683 1.406
O -0.301 -2.299 1.741
C -1.519 -3.459 0.097
P -0.617 -2.366 -1.042
C 0.219 -3.439 -2.219
C -0.237 -3.632 -3.522
C 0.416 -4.533 -4.351
C 1.513 -5.241 -3.887
C 1.956 -5.065 -2.583
C 1.311 -4.169 -1.750
C -1.831 -1.298 -1.850
C -1.569 -0.641 -3.054
C -2.516 0.213 -3.599
C -3.714 0.447 -2.939
C -3.968 -0.176 -1.724
C -3.037 -1.050 -1.181
H -2.498 -3.764 -0.262
H -0.884 -4.339 0.223
H -1.108 -3.111 -3.889
H 0.059 -4.685 -5.361
H 2.020 -5.939 -4.539
H 2.807 -5.623 -2.217
H 1.668 -4.033 -0.734
H -0.626 -0.780 -3.564
H -2.310 0.704 -4.541
H -4.448 1.115 -3.369
H -4.902 -0.001 -1.206
H -3.271 -1.541 -0.244
C 2.161 -0.247 3.314
Si 2.332 -1.740 2.183
C 2.001 -3.344 3.070
C 4.076 -1.809 1.527
H 2.959 -0.378 4.055
H 1.210 -0.216 3.847
H 2.361 0.711 2.829
H 2.664 -3.377 3.939
H 2.260 -4.194 2.435
H 0.976 -3.454 3.407
H 4.678 -2.201 2.355
H 4.472 -0.837 1.249
H 4.203 -2.489 0.685
F 1.784 0.474 -0.603
P 2.771 -0.307 -1.885
F 1.367 -0.595 -2.617
F 2.437 -1.683 -0.926
F 2.881 1.080 -2.601
F 4.012 -0.013 -0.972
F 3.570 -1.163 -2.909
C -0.678 2.125 -1.671
C -0.278 3.371 -1.200
C -1.235 4.366 -0.869
C -0.845 5.587 -0.380
C 0.519 5.863 -0.198
C 1.485 4.904 -0.541
C 1.097 3.686 -1.039
C 0.924 7.125 0.341
N 1.249 8.132 0.790
H 0.045 1.395 -2.012
H -1.732 1.891 -1.784
H -2.287 4.154 -1.019
H -1.575 6.345 -0.134
H 2.532 5.140 -0.412
H 1.839 2.947 -1.308
C -0.744 3.460 2.944
C -1.359 2.095 2.654
C -1.561 1.324 3.958
C -2.680 2.249 1.906
N -0.382 1.435 1.745
N -0.798 0.116 1.344
H -1.337 3.989 3.689
H -0.696 4.061 2.036
H 0.269 3.355 3.340
H -2.291 1.849 4.575
H -0.631 1.264 4.528
H -1.953 0.314 3.813
H -3.333 2.930 2.452
H -3.218 1.302 1.816
H -2.507 2.665 0.913
H 0.484 1.309 2.260
H -1.568 0.266 0.688
H -1.182 -0.426 2.126
*
```

The highest occupied orbital energy (alpha / beta) is -8.80 / -10.81 eV. The value obtained for the total energy is -84496.410 eV. Its energy relative to the best compared isomer or geometry (same formula, charge and spin) is 11.3 kcal per mole. As for the frontier orbital gap (alpha / beta): 0.080 / 0.155 Ha.

---

[5]
Density functional theory data (the ωB97M-V functional and the def2-TZVPD basis) for a structure of composition C29H39GeN12O7SeSn at a distorted geometry.

The geometry in ORCA input format:
```
! wB97M-V def2-TZVPD RIJCOSX def2/J DEFGRID3
* xyz -2 2
Sn 1.627 1.619 2.064
C -1.748 0.371 -1.842
C -2.852 1.052 -2.324
C -3.378 2.149 -1.581
C -2.746 2.411 -0.364
N -1.671 1.696 0.077
C -1.162 0.720 -0.637
C -3.059 3.577 0.551
C -3.503 4.824 0.099
C -3.602 5.907 0.945
C -3.191 5.663 2.273
C -2.818 4.392 2.636
N -2.728 3.358 1.830
C -2.464 3.994 4.034
C -1.235 3.360 4.289
C -0.931 2.941 5.613
C -1.908 3.280 6.575
C -3.063 3.951 6.196
N -3.321 4.345 4.959
H -1.152 -0.255 -2.449
H -3.229 0.824 -3.344
H -4.188 2.744 -2.008
H -0.206 0.372 -0.245
H -3.748 4.852 -0.964
H -3.800 6.878 0.596
H -3.076 6.530 2.949
H -0.546 3.211 3.537
H -0.040 2.588 6.022
H -1.720 3.174 7.668
H -3.890 4.179 6.940
C -2.099 -2.079 1.100
C -0.971 -2.943 0.636
C -0.065 -3.208 1.875
C -1.420 -4.350 0.116
O -0.170 -2.281 -0.262
Ge 0.986 -2.744 -1.466
O 0.289 -4.216 -2.298
C -0.258 -4.426 -3.539
C -0.575 -5.935 -3.648
C -1.527 -3.631 -3.898
C 0.867 -4.161 -4.634
O 0.873 -1.436 -2.642
C 1.775 -0.532 -3.310
C 2.997 -1.310 -3.539
C 1.993 0.765 -2.420
C 1.053 -0.197 -4.652
H -2.666 -2.632 1.851
H -2.846 -1.785 0.342
H -1.711 -1.205 1.575
H -0.497 -3.734 2.750
H 0.234 -2.237 2.303
H 0.755 -3.849 1.494
H -2.063 -4.749 0.927
H -0.601 -4.952 -0.093
H -1.980 -4.316 -0.833
H -1.202 -6.221 -2.769
H 0.410 -6.476 -3.718
H -1.117 -6.105 -4.591
H -2.403 -3.945 -3.200
H -1.787 -3.922 -4.882
H -1.368 -2.534 -3.910
H 1.837 -4.332 -4.231
H 0.846 -3.055 -4.779
H 0.631 -4.609 -5.634
H 3.479 -1.600 -2.593
H 3.769 -0.662 -4.005
H 2.933 -2.108 -4.224
H 2.039 0.491 -1.364
H 1.040 1.330 -2.532
H 2.753 1.419 -2.854
H 1.000 -1.137 -5.236
H 1.552 0.511 -5.289
H 0.040 0.174 -4.501
N 5.000 -0.216 2.799
C 4.370 0.711 3.591
N 4.898 0.905 4.778
N 4.090 1.828 5.353
N 3.143 2.150 4.570
N 3.267 1.424 3.430
C 4.284 -0.836 1.788
N 4.636 -1.968 1.155
N 3.654 -2.190 0.257
N 2.801 -1.255 0.411
N 3.161 -0.336 1.314
H 5.778 -0.650 3.252
O 2.793 2.591 0.565
Se 2.737 4.221 1.128
O 4.200 4.654 1.630
O 1.631 3.886 2.384
O 2.083 5.302 0.078
*
```

The highest occupied orbital energy (alpha / beta) is -3.10 / -3.10 eV. The value obtained for the total energy is -190611.762 eV. As for the frontier orbital gap (alpha / beta): 0.253 / 0.239 Ha.

---

[6]
Density functional theory data (the ωB97M-V functional and the def2-TZVPD basis) for a structure of composition C29H39LiN3S2 at a distorted geometry.

The geometry in ORCA input format:
```
! wB97M-V def2-TZVPD RIJCOSX def2/J DEFGRID3
* xyz -1 1
Li 0.028 0.147 0.706
C -1.603 1.572 1.541
C -0.349 2.244 1.578
C 0.480 1.500 2.484
C -0.304 0.418 2.957
C -1.591 0.465 2.398
C -2.817 -0.260 2.928
C -3.338 0.573 4.116
C -2.489 -1.665 3.437
C -3.932 -0.361 1.886
C 1.905 1.724 2.999
C 2.330 0.578 3.932
C 2.003 3.001 3.854
C 2.948 1.744 1.866
C -0.298 3.684 1.045
C 1.068 4.202 0.576
C -0.823 4.608 2.161
C -1.240 3.856 -0.163
H -2.482 1.944 1.035
H 0.001 -0.279 3.722
H -2.557 0.660 4.875
H -4.225 0.120 4.574
H -3.592 1.580 3.781
H -1.666 -1.641 4.153
H -2.206 -2.323 2.616
H -3.358 -2.100 3.939
H -4.173 0.619 1.469
H -4.843 -0.762 2.341
H -3.646 -1.018 1.065
H 1.719 0.545 4.837
H 3.370 0.727 4.237
H 2.264 -0.389 3.431
H 1.221 2.995 4.618
H 1.897 3.911 3.269
H 2.974 3.044 4.358
H 3.164 0.724 1.539
H 3.884 2.193 2.214
H 2.605 2.290 0.993
H 1.805 4.212 1.372
H 0.965 5.227 0.208
H 1.456 3.594 -0.243
H -0.149 4.603 3.018
H -1.798 4.254 2.499
H -0.927 5.641 1.809
H -1.028 3.118 -0.939
H -1.110 4.852 -0.596
H -2.288 3.764 0.120
S 3.255 -2.046 -0.232
C 2.791 -0.604 -1.013
C 3.696 -0.026 -1.946
C 3.435 1.187 -2.526
C 2.228 1.824 -2.237
C 1.370 1.189 -1.369
N 1.612 0.029 -0.740
H 4.605 -0.569 -2.158
H 4.159 1.651 -3.186
H 1.967 2.780 -2.671
H 0.410 1.642 -1.132
N 0.362 -2.623 1.776
C -0.551 -2.602 0.797
N -0.919 -1.555 0.115
C -1.960 -1.849 -0.735
C -2.595 -0.939 -1.576
C -3.660 -1.364 -2.351
C -4.100 -2.685 -2.307
C -3.476 -3.609 -1.483
C -2.410 -3.181 -0.711
S -1.451 -4.086 0.425
H 1.109 -1.947 1.660
H 0.726 -3.526 2.029
H -2.262 0.092 -1.581
H -4.176 -0.652 -2.983
H -4.944 -2.993 -2.913
H -3.817 -4.635 -1.434
*
```

The highest occupied orbital energy is -3.94 eV. The value obtained for the total energy is -57056.497 eV. Its energy relative to the best compared isomer or geometry (same formula, charge and spin) is 0.0 kcal per mole. As for the frontier orbital gap: 0.235 Ha.